{"formula": "C26H26BrCoN2OP2Te4", "method": "ωB97M-V with the def2-TZVPD basis set", "symbols": ["Co", "Br", "C", "C", "C", "C", "O", "C", "C", "N", "C", "C", "C", "C", "C", "C", "C", "C", "N", "C", "C", "H", "H", "H", "H", "H", "H", "H", "H", "H", "H", "Te", "Te", "Te", "Te", "C", "P", "C", "C", "C", "C", "C", "C", "C", "P", "C", "C", "H", "H", "H", "H", "H", "H", "H", "H", "H", "H", "H", "H", "H", "H", "H", "H"], "xyz": [[0.00971, -0.04296, 0.05872], [5.59319, -2.66753, 3.74296], [3.88769, -2.26688, 2.97037], [3.03555, -3.31469, 2.64429], [1.79812, -3.00126, 2.08643], [1.39106, -1.68759, 1.85425], [0.19162, -1.45132, 1.35680], [2.30233, -0.61594, 2.16007], [2.02458, 0.73693, 1.86760], [0.97988, 1.16346, 1.13059], [0.77277, 2.50267, 0.87626], [1.23412, 3.51573, 1.70186], [0.91435, 4.84059, 1.41608], [0.14600, 5.12653, 0.31939], [-0.32489, 4.13789, -0.58277], [-1.06767, 4.75352, -1.69242], [-1.34284, 4.42442, -2.95428], [-1.29593, 1.52950, -1.96211], [-0.36107, 1.61657, -0.95891], [-0.01110, 2.78250, -0.29836], [3.54903, -0.95497, 2.74568], [3.32569, -4.34125, 2.81919], [1.10797, -3.79355, 1.81727], [2.77629, 1.46869, 2.15615], [1.78348, 3.26613, 2.59923], [1.24893, 5.63653, 2.07000], [-0.11134, 6.15899, 0.11402], [-1.43020, 5.74267, -1.41730], [-1.91723, 5.11987, -3.55284], [-1.38097, 0.50930, -2.30875], [4.24065, -0.15991, 2.99614], [-0.92834, 2.60445, -3.84111], [-3.37679, 1.96821, -1.30439], [-4.90593, 0.81880, 2.38474], [-2.64376, 1.14233, 1.19017], [3.64907, -0.95224, -0.96211], [1.84750, -0.95974, -1.27551], [1.78546, -0.44214, -3.03499], [1.43495, -2.73936, -1.38139], [2.39621, -3.73057, -1.57315], [2.04733, -5.07088, -1.58372], [0.72119, -5.44063, -1.40966], [-0.24385, -4.46429, -1.21883], [0.09796, -3.11413, -1.19158], [-1.15490, -1.81091, -0.89879], [-2.09751, -1.86903, -2.47553], [-2.36259, -2.56945, 0.23426], [3.85044, -1.50622, -0.04359], [3.94191, 0.08518, -0.79356], [4.23363, -1.36063, -1.78868], [2.42539, -1.05264, -3.67464], [2.08378, 0.60587, -3.09444], [0.75570, -0.50745, -3.39069], [3.43631, -3.45637, -1.69509], [2.81032, -5.82759, -1.71838], [0.44057, -6.48655, -1.41140], [-1.27511, -4.76152, -1.07263], [-2.43777, -2.88350, -2.68766], [-1.47400, -1.53166, -3.30564], [-2.96156, -1.20486, -2.39809], [-2.74370, -3.52659, -0.12117], [-3.19873, -1.87618, 0.33791], [-1.87523, -2.68066, 1.20143]], "orbital_gap_ha": [0.16046, 0.17090], "de_lowest_kcal_mol": 1.65, "multiplicity": 4, "charge": -1, "e_lumo_ev": [2.008, 0.591], "total_energy_ha": -6902.75595, "e_homo_ha": [-0.087, -0.149]}

{"formula": "C25H46CeP2", "method": "ωB97M-V with the def2-TZVPD basis set", "symbols": ["Ce", "C", "C", "C", "C", "C", "C", "H", "H", "H", "C", "H", "H", "H", "C", "H", "H", "H", "C", "H", "H", "H", "C", "H", "H", "H", "C", "C", "C", "C", "C", "C", "C", "C", "H", "H", "H", "H", "H", "H", "H", "H", "H", "H", "H", "H", "P", "P", "C", "C", "H", "H", "H", "H", "C", "H", "H", "H", "C", "H", "H", "H", "C", "H", "H", "H", "C", "H", "H", "H", "C", "H", "H", "H"], "xyz": [[-0.13928, -0.25056, 1.53251], [-0.78376, -2.23648, 3.19087], [0.59173, -2.33407, 2.74811], [0.47950, -0.72007, 4.43070], [-0.83084, -1.25199, 4.24082], [1.36337, -1.35164, 3.48558], [-1.93269, -3.10450, 2.77243], [-1.69412, -3.70429, 1.87947], [-2.83451, -2.51129, 2.54469], [-2.20114, -3.79009, 3.59649], [-2.00058, -0.93251, 5.10329], [-2.87753, -1.52856, 4.82520], [-2.27216, 0.13064, 5.04347], [-1.76436, -1.14503, 6.15956], [0.88258, 0.20387, 5.52629], [0.60623, -0.22589, 6.50411], [0.37820, 1.17666, 5.45247], [1.96550, 0.37084, 5.52350], [2.84709, -1.15791, 3.43113], [3.34058, -1.68901, 4.26485], [3.11921, -0.09515, 3.53136], [3.29619, -1.52220, 2.49306], [1.15517, -3.30503, 1.75471], [1.57823, -4.18477, 2.27240], [1.97362, -2.88276, 1.14341], [0.40038, -3.68399, 1.04686], [-1.83991, 0.86341, -3.89243], [-1.95243, -0.44826, -4.16786], [-1.09160, -1.17445, -5.16223], [0.35608, -0.64827, -5.30294], [1.02987, -0.13438, -4.06399], [1.13578, 1.19091, -3.82422], [0.27079, 2.24294, -4.46372], [-1.17982, 1.81105, -4.82495], [-1.50664, -1.16410, -6.19283], [0.38414, 0.12729, -6.08514], [-1.07976, -2.23151, -4.85236], [-1.18986, 1.39088, -5.84751], [-2.44187, 1.33690, -3.11420], [-2.77294, -1.03880, -3.74734], [-1.79262, 2.72754, -4.88095], [0.23287, 3.10102, -3.77135], [1.93784, 1.60798, -3.21373], [0.68935, 2.61009, -5.41155], [0.94913, -1.48432, -5.71378], [1.59181, -0.88348, -3.46849], [-1.50535, 0.16990, -0.75310], [1.81401, 1.48052, 0.52492], [-0.34706, 1.44737, -1.43219], [0.70972, 2.31050, -0.69401], [-1.00965, 2.12835, -1.97203], [0.13865, 0.79827, -2.18541], [1.37007, 2.76468, -1.44345], [0.18867, 3.12959, -0.17497], [2.60564, 2.84375, 1.43248], [3.28246, 2.38744, 2.16311], [1.83820, 3.41794, 1.96521], [3.15746, 3.49048, 0.74192], [3.21925, 0.73001, -0.36539], [3.70610, 1.45248, -1.03122], [2.89327, -0.15105, -0.93137], [3.92341, 0.40581, 0.41169], [-3.22077, 0.67457, -0.96503], [-3.80977, -0.07143, -0.40679], [-3.58457, 0.72838, -1.97864], [-3.28989, 1.65871, -0.47604], [-1.09176, -1.49974, -1.44500], [-0.09442, -1.85854, -1.14260], [-1.12498, -1.54005, -2.54725], [-1.86631, -2.17890, -1.05932], [-0.96755, 1.60627, 2.67080], [-0.30156, 1.80904, 3.53038], [-1.96043, 1.29497, 3.04160], [-1.04968, 2.49402, 2.02595]], "orbital_gap_ha": [0.25665, 0.25605], "charge": 2, "e_lumo_ev": [-7.000, -7.017], "total_energy_ha": -2137.31852, "e_homo_ha": [-0.514, -0.514]}

{"formula": "C4H4N4", "method": "ωB97M-V with the def2-TZVPD basis set", "symbols": ["C", "N", "N", "C", "C", "N", "N", "C", "H", "H", "H", "H"], "xyz": [[2.75332, 0.08938, 0.11033], [1.63259, 0.29897, -0.48035], [0.64686, -0.53720, -0.08692], [-0.54653, -0.14439, -0.15633], [-1.38834, 1.07639, 0.07844], [-2.61852, 0.93684, -0.08474], [-2.79493, -0.50401, -0.11026], [-1.68366, -1.08568, -0.08068], [2.75844, -0.61931, 0.95042], [3.66564, 0.61181, -0.23979], [-0.89548, 2.05755, 0.11768], [-1.52939, -2.18034, -0.01780]], "smiles": "C=NN=C1C=NN=C1", "orbital_gap_ha": 0.30637, "de_lowest_kcal_mol": 93.72, "e_lumo_ev": -1.569, "total_energy_ha": -373.69554, "e_homo_ha": -0.364}

{"formula": "C24H37Br15O11S", "method": "ωB97M-V with the def2-TZVPD basis set", "symbols": ["O", "C", "O", "C", "C", "C", "H", "H", "H", "H", "H", "H", "O", "C", "O", "C", "C", "C", "H", "H", "H", "H", "H", "H", "O", "C", "O", "C", "C", "C", "H", "H", "H", "H", "H", "H", "O", "C", "O", "C", "C", "C", "H", "H", "H", "H", "H", "H", "O", "S", "O", "O", "C", "C", "C", "H", "H", "H", "H", "H", "H", "H", "H", "C", "Br", "Br", "Br", "H", "C", "Br", "Br", "Br", "H", "C", "Br", "Br", "Br", "H", "C", "Br", "Br", "Br", "H", "C", "Br", "Br", "Br", "H"], "xyz": [[-4.40453, -2.89799, 0.68497], [-4.77706, -2.38613, 1.76196], [-3.97798, -1.96738, 2.67849], [-4.68654, -1.29852, 3.73302], [-6.08256, -1.05967, 3.20501], [-6.23081, -2.11669, 2.13996], [-4.19065, -0.40479, 4.11174], [-4.89290, -1.92419, 4.60138], [-6.13112, -0.01114, 2.91120], [-6.89710, -1.05246, 3.92930], [-6.83028, -1.82024, 1.27924], [-6.57937, -3.06775, 2.54255], [-1.85309, 1.37224, -2.83141], [-2.46122, 2.15431, -3.51619], [-3.09303, 3.25208, -3.01254], [-3.59524, 4.09134, -4.04616], [-3.06672, 3.55960, -5.29247], [-2.54514, 2.15085, -4.98964], [-3.19864, 5.10041, -3.93402], [-4.66389, 4.30406, -4.07500], [-2.42456, 4.29394, -5.77874], [-3.88725, 3.51287, -6.00848], [-1.63375, 1.87806, -5.52167], [-3.30134, 1.47442, -5.38803], [8.47213, 2.82297, 0.87405], [7.30331, 2.48790, 0.77716], [6.30080, 3.38692, 1.23270], [5.04730, 2.82258, 0.84943], [5.27452, 1.30249, 0.83846], [6.67798, 1.20175, 0.24080], [4.80341, 3.16431, -0.15647], [4.27908, 3.09874, 1.57169], [4.42694, 1.00475, 0.22116], [4.99821, 0.85209, 1.79182], [6.65856, 1.24859, -0.84802], [7.14793, 0.25762, 0.51625], [5.39676, -3.49548, -4.58905], [4.29839, -3.61248, -3.99878], [4.16117, -3.63073, -2.65357], [2.82568, -3.70186, -2.15776], [1.99733, -3.19020, -3.40936], [2.90871, -3.55227, -4.59428], [2.74686, -3.00717, -1.32152], [2.59693, -4.72033, -1.84392], [1.91908, -2.10590, -3.33019], [0.97389, -3.54783, -3.52234], [2.96116, -2.81879, -5.39887], [2.77234, -4.51663, -5.08369], [2.05509, 0.81115, 1.71433], [1.48155, 0.14849, 0.54520], [2.19304, -0.14597, -0.69542], [0.84450, -1.26701, 1.07575], [-0.00381, -1.26362, 2.19767], [-1.15907, -2.25257, 1.93302], [-0.11243, 1.01346, 0.09955], [-0.45492, -0.33418, 2.54515], [0.71642, -1.52687, 2.97231], [-1.61491, -2.57313, 2.86980], [-0.81717, -3.17286, 1.45947], [-1.98010, -1.80277, 1.37473], [0.19190, 1.93547, -0.39581], [-0.60367, 1.35464, 1.01080], [-0.67065, 0.40415, -0.61126], [-1.70471, -3.99480, -1.55183], [-1.10648, -2.18858, -2.03711], [-0.18196, -4.96514, -0.77874], [-2.46693, -5.00331, -3.13843], [-2.46042, -3.83821, -0.78211], [-3.95065, 2.89026, 0.43852], [-5.24168, 3.96011, 1.46588], [-3.52297, 1.20322, 1.38439], [-2.39839, 3.94833, 0.02728], [-4.30213, 2.54627, -0.53422], [2.88878, -2.63752, 6.28076], [3.16308, -1.44869, 7.89651], [4.40626, -2.34592, 4.99921], [1.08005, -2.60976, 5.42479], [2.98554, -3.68417, 6.56934], [0.92999, 3.68767, -2.54376], [1.10334, 4.25961, -4.48320], [0.77276, 5.28863, -1.34787], [2.57253, 2.76144, -2.01200], [0.07745, 3.01444, -2.45412], [0.40785, 1.64781, 4.69783], [1.78105, 2.91549, 5.51160], [-0.81728, 2.61942, 3.48768], [-0.67304, 0.76062, 6.09046], [1.04851, 0.99616, 4.10370]], "orbital_gap_ha": 0.32820, "de_lowest_kcal_mol": 0.00, "e_lumo_ev": -0.840, "total_energy_ha": -40772.61862, "e_homo_ha": -0.359}